i:
Here is a molecular structure, C6H12N2 from OMol25. Energies are from wB97M-V/def2-TZVPD.

XYZ file:
```
20
Properties=species:S:1:pos:R:3
C 1.27642 0.21875 -1.75810
C 2.01245 -0.42781 1.14419
C -0.45162 -0.72038 1.63675
N -1.04481 0.01088 -1.11559
C 0.30147 -0.07911 -0.65171
C 0.60484 -0.40191 0.61359
C -2.01485 0.73054 -0.58964
N -2.22570 1.60549 0.25525
H -1.92994 -0.18878 -1.98637
H -3.13308 1.71315 0.68482
H -2.88700 0.36864 -1.66832
H 2.27759 -0.15525 -1.55639
H 0.94225 -0.24502 -2.68879
H 1.34245 1.29593 -1.93183
H 2.29280 -1.44693 1.42749
H 2.75173 -0.05377 0.44069
H -0.85459 0.20017 2.07298
H -0.04363 -1.35195 2.42551
H -1.29610 -1.25149 1.19372
H 2.07931 0.17885 2.05174
```

Output
spin multiplicity	1
E_HOMO	-0.3060	hartree
orbital gap	9.11	eV
LUMO level	0.02867	hartree

These are the Mulliken partial charges, in e, on atoms 1 to 2:
1. C -1.277
2. C -1.461


ii:
Here is a single C6H12N2 molecule from OMol25. Energies are from wB97M-V/def2-TZVPD.

XYZ file:
```
20
Properties=species:S:1:pos:R:3
C 0.84729 -0.12302 -1.54964
C 1.60203 0.20519 -0.38934
C 1.38374 -0.05316 1.09438
N 0.26809 0.42774 1.86210
C -1.14108 0.19305 1.57455
C -1.01775 0.13892 0.07546
N -1.89171 -0.17772 -1.08114
C -0.68070 -0.10918 -2.03957
H 1.54438 -0.37029 -2.46745
H 2.70458 0.41363 -0.44678
H 2.18868 0.49451 1.59038
H 1.58919 -1.16310 1.40834
H 0.53833 0.34863 2.80650
H -1.60323 -0.72117 2.13162
H -1.75399 1.01281 1.91807
H -0.15246 -0.63403 0.06399
H -0.69290 1.25438 -0.05794
H -2.19747 -1.12690 -1.03063
H -0.63289 0.79753 -2.53606
H -0.90212 -0.80781 -2.92682
```

Output
spin multiplicity	1
E_HOMO	-0.3047	hartree
orbital gap	9.16	eV
SMILES string	C1=C\CNCCNC/1
LUMO level	0.03200	hartree

These are the Mulliken partial charges, in e, on atoms 1 to 2:
1. C -0.244
2. C -0.152


The energetic minimum among the shown structures is i; the next structure lies 137.6 kJ/mol above.